92
Properties=species:S:1:pos:R:3:forces:R:3 method="wB97M-V/def2-TZVPD" homo_lumo_gap_ev=8.150 molar_mass_g_mol=672.14 e_homo_ev=-8.6
C 1.099 -3.420 3.488 -0.401 0.508 -0.605
C -0.346 -3.751 3.075 0.289 -0.846 1.269
C -0.969 -2.622 2.295 0.416 -0.316 -0.115
N -2.417 -2.848 1.929 0.486 0.107 0.455
C -3.245 -2.893 3.167 -0.115 0.048 -0.438
C -2.584 -4.072 1.059 -0.452 0.559 -0.282
C -3.840 -3.773 0.216 -0.598 -0.085 0.578
C -4.088 -2.250 0.318 0.481 -0.085 -0.609
C -2.843 -1.742 1.020 -0.223 -0.202 -0.397
H 1.133 -2.538 4.128 -0.023 -0.020 0.013
H 1.648 -3.165 2.579 0.288 -0.099 0.186
H 1.569 -4.250 4.005 0.013 -0.096 -0.070
H -0.893 -3.992 3.996 -0.161 0.355 -0.061
H -0.332 -4.719 2.564 -0.080 0.273 -0.501
H -0.418 -2.490 1.363 -0.145 0.114 -0.032
H -0.895 -1.676 2.832 -0.102 0.004 -0.027
H -2.888 -2.098 3.814 -0.069 -0.066 0.162
H -3.144 -3.872 3.621 0.022 0.046 0.196
H -4.282 -2.708 2.898 -0.040 -0.075 0.033
H -2.727 -4.937 1.696 0.309 -0.135 -0.034
H -1.675 -4.135 0.467 0.022 -0.203 -0.001
H -4.659 -4.320 0.686 -0.148 0.071 -0.199
H -3.809 -4.094 -0.821 0.405 -0.181 0.051
H -5.043 -2.006 0.777 0.114 0.047 0.233
H -4.072 -1.782 -0.667 -0.281 -0.062 -0.008
H -2.950 -0.782 1.513 0.292 -0.074 0.233
H -2.013 -1.725 0.318 -0.170 0.637 -0.149
Cl 0.723 0.486 1.054 0.769 0.977 -1.764
O -0.639 0.186 0.654 -0.568 -0.570 0.579
O 1.600 -0.055 0.033 0.007 -0.327 0.400
O 0.860 1.922 1.049 0.064 -0.148 0.621
O 1.053 -0.084 2.333 -0.437 -0.087 0.175
C 1.315 -5.615 -4.467 -0.317 0.113 0.113
O 2.505 -5.850 -3.727 0.453 -0.379 -0.170
C 2.844 -5.081 -2.695 -0.386 0.036 0.083
O 3.704 -5.381 -1.920 0.091 0.089 -0.045
O 2.079 -3.982 -2.633 -0.014 -0.039 0.030
C 2.302 -3.165 -1.485 0.015 0.342 0.586
H 1.326 -6.327 -5.286 0.083 0.005 -0.030
H 1.256 -4.598 -4.847 0.064 -0.009 -0.002
H 0.448 -5.820 -3.834 -0.023 0.087 -0.059
H 3.285 -2.698 -1.490 0.023 -0.048 -0.214
H 2.226 -3.749 -0.567 -0.013 -0.118 -0.099
H 1.537 -2.394 -1.480 0.009 0.014 -0.152
C 0.588 0.767 -2.880 0.455 0.647 0.297
O 0.487 0.764 -4.311 -0.294 -0.230 -0.031
C 1.652 0.726 -4.951 -0.049 -0.010 0.079
O 2.731 0.586 -4.443 0.197 0.035 0.033
O 1.417 0.880 -6.257 -0.180 0.267 0.152
C 2.562 1.120 -7.075 -0.245 -0.413 -0.478
H 1.202 -0.038 -2.489 -0.101 -0.170 -0.154
H -0.411 0.759 -2.457 -0.121 -0.221 -0.237
H 1.065 1.703 -2.579 0.029 -0.085 0.097
H 2.900 0.167 -7.484 0.238 0.035 0.142
H 3.360 1.622 -6.538 -0.013 -0.013 0.089
H 2.195 1.716 -7.907 0.086 0.143 0.068
C -0.727 4.386 3.013 0.003 -0.572 0.180
O -1.285 4.679 4.306 -0.330 -0.100 -0.148
C -1.698 5.928 4.476 0.156 0.341 0.039
O -1.597 6.838 3.694 0.013 -0.085 -0.142
O -2.230 6.032 5.694 -0.048 -0.364 0.238
C -2.596 7.349 6.101 0.166 0.076 -0.260
H 0.257 4.839 2.956 -0.039 0.116 -0.342
H -1.397 4.667 2.204 0.092 0.431 0.060
H -0.635 3.304 2.972 0.180 0.023 0.142
H -3.002 7.229 7.098 -0.061 0.106 0.024
H -3.323 7.778 5.413 -0.074 -0.040 0.072
H -1.715 7.991 6.109 -0.037 0.014 0.086
F -6.482 3.085 -1.604 -0.011 0.067 -0.113
C -5.148 3.058 -1.406 0.266 -0.042 0.067
C -4.290 3.559 -2.362 -0.449 -0.099 -0.015
C -2.925 3.501 -2.115 -0.119 0.499 -0.313
C -2.440 2.939 -0.956 0.521 -0.737 1.032
C -3.310 2.417 0.007 -0.357 0.360 -1.009
C -4.673 2.510 -0.235 -0.167 -0.502 0.796
H -4.707 3.954 -3.279 0.119 0.120 0.007
H -2.271 3.973 -2.836 0.186 -0.252 0.004
H -1.382 2.821 -0.744 0.038 0.269 -0.269
H -2.958 1.918 0.898 0.220 0.140 0.020
H -5.365 2.119 0.504 -0.139 0.091 -0.155
C 5.019 0.502 -0.461 -0.342 0.142 0.084
C 4.706 1.764 0.024 0.532 0.075 0.582
C 5.734 2.692 0.166 -0.109 0.234 -0.195
C 7.039 2.372 -0.172 0.340 -0.063 0.097
C 7.362 1.092 -0.606 -0.453 0.173 0.035
C 6.330 0.179 -0.774 0.103 -0.349 -0.393
H 4.219 -0.220 -0.574 0.062 -0.043 -0.041
H 3.726 2.009 0.414 -0.175 -0.094 -0.373
H 5.525 3.695 0.520 -0.083 -0.064 0.058
H 7.819 3.119 -0.078 -0.025 -0.016 0.067
H 8.386 0.810 -0.806 0.016 0.042 -0.131
H 6.538 -0.791 -1.214 0.053 -0.043 0.216